Formula: C3H6ClNS
Source: the OMol25 dataset
Level of theory: ωB97M-V/def2-TZVPD

XYZ file:
```
12
Properties=species:S:1:pos:R:3
C 2.36 1.29 -0.14
N 1.53 0.45 0.56
S 0.86 -0.74 -0.57
C -0.68 -1.08 0.40
C -1.79 -0.37 -0.21
Cl -1.66 1.32 -0.18
H 2.96 2.02 0.49
H 2.42 1.46 -1.39
H -0.39 -0.82 1.48
H -0.94 -2.13 0.47
H -1.98 -0.71 -1.23
H -2.69 -0.69 0.33
```

Values from the calculation:
Strongest force on any atom = 5.99 eV Å⁻¹
Gap between HOMO and LUMO = 9.2 eV
2S+1 = 1